Density functional theory data (the ωB97M-V functional and the def2-TZVPD basis) for 2 unconnected molecules or ions with the total composition C4H11NO.

Bonds (Å) are listed after each position.
Positions of all 17 atoms, in Å:
1 C -0.163 -0.531 2.653  C2 1.505, H5 1.091, H6 1.089, H7 1.082
2 C -0.973 0.013 1.507  C1 1.505, N3 1.362, O4 1.216
3 N -1.623 -0.908 0.741  C2 1.362, H8 1.009, H9 1.011
4 O -1.173 1.202 1.352  C2 1.216
5 H -0.751 -0.429 3.566  C1 1.091
6 H 0.672 0.111 2.933  C1 1.089
7 H 0.234 -1.517 2.451  C1 1.082
8 H -2.195 -0.511 0.010  N3 1.009
9 H -1.802 -1.858 1.036  N3 1.011
10 C 1.304 1.234 -2.233  C11 1.539, H12 1.090, H13 1.086, H14 1.088
11 C 0.689 -0.118 -1.826  C10 1.539, H15 1.092, H16 1.091, H17 1.088
12 H 0.836 2.040 -1.667  C10 1.090
13 H 2.367 1.261 -2.010  C10 1.086
14 H 1.070 1.395 -3.283  C10 1.088
15 H 0.901 -0.889 -2.569  C11 1.092
16 H -0.400 -0.060 -1.826  C11 1.091
17 H 1.007 -0.435 -0.835  C11 1.088

Values from the calculation:
multiplicity = 1
largest force on an atom = 1.14 eV/A
E_tot = -289.0076 hartree
ΔE to the lowest compared entry with this formula, charge and spin = 5.9 kcal per mole
SMILES = CC(N)=O.CC
total charge = 0
E_HOMO = -9.80 eV
orbital gap = 10.6 eV